# C6H14N2O2

2 unconnected molecules or ions with the total composition C6H14N2O2 in a non-equilibrium geometry (the ωB97M-V functional and the def2-TZVPD basis, the Open Molecules 2025 dataset).

Summary:
Relative energy (zero: lowest compared OMol25 entry of this formula, charge and spin)   17.2 kcal/mol
SMILES   CNC(C)=O.CNC(C)=O
Highest occupied orbital energy   -9.427 eV
Frontier orbital gap   10.03 eV

Each atom is followed by the atoms it is bonded to, with distances in Å.
CARTESIAN COORDINATES (ANGSTROEM)
1 C 1.94 -1.08 1.42  N5 1.453, H7 1.073, H9 1.093, H10 1.083
2 C 0.42 -1.41 -2.00  C3 1.526, H8 1.092, H11 1.092, H12 1.073
3 C 1.24 -1.84 -0.78  C2 1.526, O4 1.211, N5 1.376
4 O 1.65 -2.98 -0.65  C3 1.211
5 N 1.56 -0.79 0.05  C1 1.453, C3 1.376, H6 1.007
6 H 0.97 0.02 -0.04  N5 1.007
7 H 2.37 -2.06 1.39  C1 1.073
8 H -0.58 -1.83 -1.84  C2 1.092
9 H 2.82 -0.51 1.71  C1 1.093
10 H 1.16 -1.03 2.17  C1 1.083
11 H 0.32 -0.33 -1.94  C2 1.092
12 H 0.84 -1.72 -2.94  C2 1.073
13 C -0.40 2.38 1.83  C15 1.504, H18 1.083, H19 1.091, H22 1.092
14 C -2.71 0.78 -0.70  N17 1.457, H21 1.088, H23 1.093, H24 1.086
15 C -0.89 1.76 0.55  C13 1.504, O16 1.222, N17 1.366
16 O -0.30 2.04 -0.49  C15 1.222
17 N -2.03 1.00 0.56  C14 1.457, C15 1.366, H20 1.006
18 H 0.67 2.50 1.76  C13 1.083
19 H -0.75 1.81 2.69  C13 1.091
20 H -2.59 1.01 1.40  N17 1.006
21 H -2.91 -0.27 -0.91  C14 1.088
22 H -0.85 3.36 2.01  C13 1.092
23 H -3.64 1.35 -0.80  C14 1.093
24 H -2.06 1.17 -1.48  C14 1.086